(1)
10
Properties=species:S:1:pos:R:3 method="wB97M-V/def2-TZVPD" homo_energy_ev=-9.940 energy_ev=-7738.18523 e_above_lowest_kj_mol=247.6 molar_mass_g_mol=75.067 smiles="CONC=O"
C -1.6156 -0.5679 0.2560
O -0.9366 0.4081 -0.5320
N 0.1423 0.8948 0.1737
C 1.3099 0.2109 0.1352
O 1.4216 -0.9635 -0.1584
H -2.4630 -0.8866 -0.3359
H -1.9833 -0.1599 1.2100
H -0.9334 -1.3893 0.4657
H 0.1699 1.9087 0.1377
H 2.1675 0.8489 0.4820

(2)
10
Properties=species:S:1:pos:R:3 method="wB97M-V/def2-TZVPD" homo_energy_ev=-10.921 energy_ev=-7736.54414 e_above_lowest_kj_mol=405.9 molar_mass_g_mol=75.067 smiles="CC[N+](=O)[O-]"
C -0.2152 -0.7700 1.0863
C 0.0450 -0.2055 -0.6355
N 0.2598 1.2230 -0.7425
O 0.9245 1.5752 -1.6903
O -0.2526 1.9555 0.0656
H 0.7688 -0.9247 1.5017
H -0.7326 0.0422 1.5728
H -0.7965 -1.6720 1.0268
H 0.8833 -0.7552 -1.0496
H -0.8844 -0.4684 -1.1351

(3)
10
Properties=species:S:1:pos:R:3 method="wB97M-V/def2-TZVPD" homo_energy_ev=-10.034 energy_ev=-7735.72872 e_above_lowest_kj_mol=484.6 molar_mass_g_mol=75.067
C -0.5418 1.2360 -0.0212
N -0.1308 -0.1155 -0.3713
C 0.6573 -1.1155 0.3556
O 1.2978 -0.2689 -0.6803
O 0.1597 -2.2356 -0.0579
H -0.5287 -1.2615 -0.7652
H 1.0363 -0.9323 1.3582
H -1.5430 1.1797 0.4075
H 0.1552 1.6657 0.6976
H -0.5620 1.8478 -0.9230

(4)
10
Properties=species:S:1:pos:R:3 method="wB97M-V/def2-TZVPD" homo_energy_ev="-9.288 / -9.291" energy_ev=-7734.65546 e_above_lowest_kj_mol=588.2 molar_mass_g_mol=75.067
C 1.1667 -0.1793 -0.4498
C 0.4173 0.4196 0.6311
N -1.7317 -0.1571 0.0287
O -1.5787 -0.6691 -1.0645
O -2.7111 -0.1691 0.7553
H 0.2911 -0.1827 -1.1786
H 2.0057 0.4950 -0.7421
H 1.3690 -1.1774 -0.2611
H 0.6521 0.1916 1.5973
H 0.1195 1.4285 0.6834